C14H25N4O2SSr | ωB97M-V with the def2-TZVPD basis set

Its HOMO energy is -0.2 eV. The calculation puts the relative energy (zero: lowest compared OMol25 entry of this formula, charge and spin) at 92.90 kcal per mole.

The geometry in ORCA input format:
```
! wB97M-V def2-TZVPD RIJCOSX def2/J DEFGRID3
* xyz -1 1
Sr 0.13 1.20 0.08
C -0.91 3.35 -1.37
C -1.80 2.93 -0.10
N -2.02 1.46 0.26
C -2.72 0.55 -0.73
C -1.88 -0.75 -1.07
N -0.42 -0.46 -1.45
C -0.49 0.84 -2.13
C 0.77 1.74 -2.32
N 0.54 2.91 -1.38
H -0.94 4.44 -1.32
H -1.43 3.12 -2.29
H -2.75 3.44 -0.31
H -1.35 3.43 0.77
H -2.42 1.37 1.20
H -2.96 1.11 -1.63
H -3.67 0.22 -0.34
H -2.43 -1.22 -1.89
H -1.89 -1.40 -0.21
H -0.04 -1.20 -2.02
H -1.02 1.41 -1.40
H -1.11 0.84 -3.03
H 0.85 2.06 -3.35
H 1.70 1.22 -2.05
H 1.15 3.70 -1.60
O -1.46 -0.84 1.77
N -1.23 -1.90 2.51
C -1.81 -1.91 3.74
C -1.75 -2.98 4.58
C -1.04 -4.11 4.15
C -0.42 -4.07 2.93
C -0.47 -2.95 2.07
S 0.34 -2.90 0.57
H -2.33 -0.99 3.97
H -2.24 -2.93 5.54
H -0.98 -4.99 4.77
H 0.15 -4.92 2.57
C 4.44 1.22 -2.15
O 3.76 0.22 -1.35
C 4.53 -0.55 -0.64
C 3.63 -1.39 0.21
H 4.17 2.20 -1.76
H 4.08 1.13 -3.17
H 5.50 1.05 -2.08
H 4.13 -2.29 0.57
H 2.66 -1.64 -0.23
H 3.43 -0.77 1.10
*
```